Record 1
12
Properties=species:S:1:pos:R:3:mulliken_charge:R:1 method="wB97M-V/def2-TZVPD" smiles="[H]/N=C/CNC=O" max_force_ev_per_a=0.42 energy_ev=-8235.5779 total_charge=0 gap_ev=10.596 de_lowest_kcal_mol=25.85 homo_ev=-9.80
O 2.691 -0.784 0.873 -0.54
C 1.509 -0.578 1.036 0.15
N -0.022 1.239 -1.377 -0.52
C -0.990 0.789 -0.695 0.01
C -0.800 -0.397 0.223 -0.66
N 0.524 -0.960 0.168 -0.17
H -0.314 2.038 -1.941 0.24
H -2.010 1.199 -0.722 0.36
H 1.102 -0.089 1.944 0.24
H -1.006 -0.085 1.256 0.32
H -1.553 -1.160 -0.015 0.30
H 0.870 -1.210 -0.750 0.26



Record 2
12
Properties=species:S:1:pos:R:3:mulliken_charge:R:1 method="wB97M-V/def2-TZVPD" smiles="N#CC=O.CN" max_force_ev_per_a=1.20 energy_ev=-8233.9951 total_charge=0 gap_ev=9.149 de_lowest_kcal_mol=62.35 homo_ev=-9.27
C -1.226 -0.241 0.980 -0.79
N -0.122 -0.912 0.312 -0.51
C 0.734 0.103 -1.364 0.45
N 0.459 -0.508 -2.323 -0.49
C 1.363 1.246 -0.672 0.01
O 1.362 1.475 0.509 -0.43
H -1.836 0.271 0.227 0.30
H -0.818 0.520 1.651 0.29
H -1.871 -0.921 1.548 0.31
H 0.511 -1.372 0.956 0.21
H -0.415 -1.558 -0.417 0.30
H 1.859 1.898 -1.408 0.35



Record 3
12
Properties=species:S:1:pos:R:3:mulliken_charge:R:1 method="wB97M-V/def2-TZVPD" smiles="N/C=C/C(N)=O" max_force_ev_per_a=0.50 energy_ev=-8236.1555 total_charge=0 gap_ev=9.644 de_lowest_kcal_mol=12.53 homo_ev=-8.82
C 0.976 0.114 -0.121 0.10
C -0.063 -0.690 0.179 -0.46
C -1.477 -0.330 -0.008 0.38
H 2.513 -1.192 0.132 0.23
H 2.945 0.234 -0.618 0.24
H 0.828 1.128 -0.498 0.33
H 0.108 -1.732 0.462 0.27
H -2.776 1.206 0.026 0.25
H -1.221 1.615 0.597 0.22
N 2.302 -0.212 0.022 -0.49
N -1.782 1.022 0.002 -0.46
O -2.354 -1.165 -0.176 -0.61



Record 4
12
Properties=species:S:1:pos:R:3:mulliken_charge:R:1 method="wB97M-V/def2-TZVPD" smiles=c1c[nH]cn1.O max_force_ev_per_a=2.37 energy_ev=-8235.2456 total_charge=0 gap_ev=9.540 de_lowest_kcal_mol=33.51 homo_ev=-9.08
C -0.182 0.956 1.882 -0.29
C -0.319 -0.305 1.305 -0.23
N -0.634 -0.057 0.022 -0.13
C -0.514 1.288 -0.208 -0.16
N -0.315 1.938 0.928 -0.53
H 0.297 1.051 2.842 0.34
H -0.102 -1.241 1.787 0.38
H -1.036 -0.702 -0.635 0.31
H -1.038 1.650 -1.079 0.32
H 0.786 -1.079 -1.936 0.31
H 1.649 -2.181 -2.292 0.31
O 1.408 -1.318 -2.616 -0.63



Record 5
12
Properties=species:S:1:pos:R:3:mulliken_charge:R:1 method="wB97M-V/def2-TZVPD" max_force_ev_per_a=1.08 energy_ev=-8230.2728 total_charge=0 gap_ev="7.013 / 9.049" de_lowest_kcal_mol=148.19 homo_ev="-6.62 / -8.61"
C -0.731 0.200 -0.679 0.76
N 1.789 -0.260 -1.161 -0.53
C 0.103 0.256 1.521 -0.05
C -1.599 0.254 -1.638 -0.96
O -0.712 -0.646 2.147 -0.48
N 0.110 0.317 0.223 -0.31
H -0.329 -0.895 2.997 0.34
H 2.354 0.507 -0.783 0.21
H 2.068 -1.062 -0.587 0.21
H 0.856 0.784 2.088 0.35
H -1.733 1.166 -2.211 0.24
H -2.175 -0.620 -1.916 0.23



Record 6
13
Properties=species:S:1:pos:R:3:mulliken_charge:R:1 method="wB97M-V/def2-TZVPD" smiles="NCC(=O)NC=O" max_force_ev_per_a=0.49 energy_ev=-10283.5610 total_charge=0 gap_ev=10.387 de_lowest_kcal_mol=28.51 homo_ev=-9.58
N -1.553 -0.898 -0.884 -0.53
C -0.431 0.714 0.296 0.35
O -1.230 1.606 0.454 -0.54
C -0.813 -0.753 0.358 -0.31
O 2.036 -0.458 1.143 -0.53
C 2.006 0.418 0.309 0.04
N 0.864 0.996 -0.194 -0.12
H -2.520 -0.625 -0.787 0.20
H -1.455 -1.790 -1.334 0.20
H 0.071 -1.391 0.353 0.39
H -1.377 -0.952 1.279 0.23
H 2.917 0.858 -0.126 0.37
H 0.955 1.872 -0.690 0.27



Record 7
13
Properties=species:S:1:pos:R:3:mulliken_charge:R:1 method="wB97M-V/def2-TZVPD" max_force_ev_per_a=0.20 energy_ev=-10280.9585 total_charge=0 gap_ev=9.843 de_lowest_kcal_mol=88.53 homo_ev=-9.86
C -1.727 -0.018 -1.439 -0.44
O -1.440 -0.019 0.577 -0.61
C -0.184 -0.023 0.460 0.70
N 0.268 -0.050 -0.754 -0.53
N 0.572 0.008 1.632 -0.08
C 1.942 0.030 1.728 0.08
O 2.543 0.058 2.771 -0.52
H -2.653 -0.444 -1.075 0.26
H -1.299 -0.573 -2.264 0.25
H -1.755 1.053 -1.592 0.29
H 1.261 -0.062 -0.951 0.16
H 0.054 0.019 2.499 0.24
H 2.445 0.021 0.748 0.21



Record 8
13
Properties=species:S:1:pos:R:3:mulliken_charge:R:1 method="wB97M-V/def2-TZVPD" smiles="CN/N=C/C(=O)O" max_force_ev_per_a=1.33 energy_ev=-10282.5757 total_charge=0 gap_ev=10.092 de_lowest_kcal_mol=51.24 homo_ev=-9.49
C -1.986 -0.556 -0.002 -0.86
C 0.813 -0.266 0.006 0.28
C 2.316 -0.108 0.023 0.14
H -1.841 -1.144 0.941 0.31
H -3.038 -0.318 -0.099 0.33
H -1.676 -1.139 -0.868 0.31
H -1.753 1.492 -0.146 0.27
H 0.448 -1.275 0.037 0.46
H 2.006 1.726 -0.062 0.41
N -1.247 0.684 0.125 -0.19
N 0.091 0.792 -0.018 -0.41
O 2.790 1.164 0.033 -0.50
O 3.077 -1.053 0.029 -0.54



Record 9
13
Properties=species:S:1:pos:R:3:mulliken_charge:R:1 method="wB97M-V/def2-TZVPD" smiles="[H]/N=C1/OC[C@@]1(N)O" max_force_ev_per_a=0.84 energy_ev=-10282.0674 total_charge=0 gap_ev=10.169 de_lowest_kcal_mol=62.96 homo_ev=-9.47
N -0.812 1.456 -0.404 -0.65
C 0.094 0.385 -0.267 1.01
O 0.873 0.431 -1.417 -0.55
C 0.759 0.374 1.108 -0.62
O 0.515 -1.016 1.323 -0.37
C -0.193 -1.188 0.171 0.33
N -0.686 -2.312 -0.112 -0.73
H -1.296 1.436 -1.290 0.23
H -1.414 1.593 0.392 0.21
H 0.214 0.975 1.839 0.27
H 1.819 0.605 1.128 0.24
H 1.282 -0.440 -1.463 0.39
H -1.155 -2.299 -1.008 0.24



Record 10
13
Properties=species:S:1:pos:R:3:mulliken_charge:R:1 method="wB97M-V/def2-TZVPD" max_force_ev_per_a=4.53 energy_ev=-10276.2833 total_charge=0 gap_ev="8.256 / 8.259" de_lowest_kcal_mol=196.34 homo_ev="-8.59 / -8.59"
C 1.337 -0.973 -0.029 -0.18
C 2.847 0.073 0.284 -0.08
C -2.836 0.697 -0.140 -0.55
N 0.182 -0.834 -0.278 0.60
N -0.810 -0.288 -0.671 -0.67
O 2.674 1.234 -0.025 -0.54
O -1.624 0.206 0.403 -0.14
H 1.846 -1.944 0.238 0.27
H 2.753 -0.381 1.295 0.21
H 3.425 -0.480 -0.471 0.26
H -2.828 1.295 -1.048 0.28
H -3.238 1.378 0.626 0.26
H -3.728 0.016 -0.183 0.28



Record 11
13
Properties=species:S:1:pos:R:3:mulliken_charge:R:1 method="wB97M-V/def2-TZVPD" smiles="[H]/N=C(/CN)C(=O)O" max_force_ev_per_a=2.48 energy_ev=-10283.2416 total_charge=0 gap_ev=9.518 de_lowest_kcal_mol=35.88 homo_ev=-9.58
C 0.768 -0.946 0.568 -0.51
C -0.896 0.089 -1.134 0.69
C 0.299 0.269 -0.200 0.32
N 0.526 -0.751 2.003 -0.63
O -1.054 1.157 -1.928 -0.46
N 0.870 1.433 -0.060 -0.68
O -1.639 -0.869 -1.147 -0.56
H -1.846 0.947 -2.467 0.35
H 0.391 2.097 -0.691 0.30
H -0.475 -0.660 2.170 0.25
H 0.935 0.150 2.266 0.29
H 0.276 -1.856 0.218 0.33
H 1.845 -1.061 0.402 0.30



Record 12
13
Properties=species:S:1:pos:R:3:mulliken_charge:R:1 method="wB97M-V/def2-TZVPD" smiles="O=C1NCCN1O" max_force_ev_per_a=7.54 energy_ev=-10278.7356 total_charge=0 gap_ev=10.009 de_lowest_kcal_mol=139.79 homo_ev=-9.29
C 0.900 0.678 -0.079 -0.61
C 1.076 -0.965 -0.360 -0.55
C -1.229 -0.276 0.182 0.48
H -2.180 1.941 -0.031 0.37
H 1.789 0.738 -0.875 0.27
H 1.344 0.878 0.827 0.42
H 1.066 -0.949 -1.426 0.34
H 1.805 -1.368 0.330 0.37
H -0.465 -2.164 0.645 0.26
N -0.533 0.858 -0.500 -0.07
N -0.273 -1.239 0.158 -0.15
O -1.000 1.981 0.199 -0.49
O -2.301 -0.111 0.931 -0.63